(1)
An isolated molecule of C17H28N4O4, computed with ωB97M-V/def2-TZVPD.

The structure (SMILES) is CCCCCCN1C(=O)NC(=O)/C(=C/NCCN2CCOCC2)C1=O. For the calculated total energy, the calculation gives -32235.7232 eV. The energy relative to the best compared isomer or geometry (same formula, charge and spin) comes out at 2.2 kcal per mole.

Positions of all 53 atoms, in Å:
C (3.73, 1.00, 5.58)
C (2.42, 0.81, 4.84)
C (1.97, 2.10, 4.15)
C (0.68, 1.93, 3.32)
C (0.94, 1.80, 1.82)
C (1.73, 0.55, 1.46)
N (1.87, 0.42, 0.01)
C (0.86, -0.22, -0.69)
C (0.99, -0.28, -2.12)
C (0.00, -0.85, -2.91)
N (-1.08, -1.41, -2.42)
C (-2.24, -1.83, -3.15)
H (-2.10, -1.67, -4.22)
H (-2.40, -2.90, -2.97)
C (-3.44, -1.03, -2.62)
N (-3.41, -1.07, -1.17)
C (-3.71, 0.18, -0.50)
C (-3.32, 0.02, 0.97)
O (-4.03, -1.03, 1.58)
C (-3.76, -2.24, 0.91)
H (-4.35, -3.01, 1.42)
C (-4.15, -2.16, -0.57)
H (-3.89, -3.09, -1.07)
H (-5.24, -2.00, -0.65)
H (-2.69, -2.48, 0.98)
H (-3.56, 0.92, 1.54)
H (-2.24, -0.17, 1.03)
H (-3.13, 0.98, -0.95)
H (-4.79, 0.43, -0.56)
H (-3.35, 0.00, -2.95)
H (-4.38, -1.44, -3.04)
H (0.15, -0.83, -3.98)
C (2.15, 0.28, -2.79)
O (2.35, 0.27, -3.99)
N (3.06, 0.87, -1.93)
C (2.98, 0.99, -0.57)
O (3.84, 1.55, 0.08)
H (3.89, 1.29, -2.36)
O (-0.10, -0.68, -0.07)
H (-1.20, -1.35, -1.40)
H (2.73, 0.59, 1.87)
H (1.21, -0.35, 1.81)
H (-0.03, 1.76, 1.30)
H (1.48, 2.67, 1.46)
H (0.04, 2.80, 3.47)
H (0.13, 1.06, 3.67)
H (1.80, 2.85, 4.93)
H (2.77, 2.46, 3.51)
H (1.64, 0.49, 5.54)
H (2.54, 0.01, 4.10)
H (3.63, 1.78, 6.34)
H (4.52, 1.29, 4.89)
H (4.03, 0.08, 6.08)

***

(2)
A cluster of 3 separate species, C17H28O12S2 in total, computed with ωB97M-V/def2-TZVPD.

The structure (SMILES) is COC[C@H](OC)SCC(=O)OC[C@@H](C)OC(=O)CS.O=C1OCCO1.O=C1OCCO1. For the calculated total energy, the calculation gives -64322.5623 eV.

Positions of all 59 atoms, in Å:
C (5.49, -2.40, 0.04)
O (6.43, -1.67, 0.81)
C (6.72, -0.39, 0.31)
C (5.53, 0.57, 0.38)
O (5.67, 1.48, -0.69)
C (4.46, 2.09, -1.09)
S (5.52, 1.45, 1.99)
C (3.88, 1.05, 2.64)
C (2.81, 2.04, 2.24)
O (2.83, 3.21, 2.49)
O (1.81, 1.43, 1.56)
C (0.64, 2.23, 1.34)
C (-0.20, 1.58, 0.26)
C (0.60, 1.19, -0.99)
O (-0.83, 0.41, 0.82)
C (-2.09, 0.16, 0.44)
O (-2.88, 0.99, 0.08)
C (-2.43, -1.32, 0.54)
S (-3.70, -1.46, 1.83)
H (5.94, -3.33, -0.31)
H (4.63, -2.67, 0.67)
H (5.14, -1.85, -0.84)
H (7.52, 0.00, 0.94)
H (7.09, -0.41, -0.72)
H (4.57, 0.04, 0.30)
H (4.71, 2.79, -1.89)
H (3.76, 1.34, -1.47)
H (4.01, 2.64, -0.25)
H (3.59, 0.04, 2.35)
H (3.97, 1.10, 3.73)
H (0.92, 3.24, 1.02)
H (0.07, 2.29, 2.27)
H (-0.96, 2.33, -0.01)
H (0.71, 0.11, -1.07)
H (1.59, 1.66, -0.97)
H (0.10, 1.55, -1.89)
H (-2.83, -1.61, -0.43)
H (-1.54, -1.89, 0.81)
H (-3.89, -2.78, 1.89)
C (-1.48, 1.13, -4.77)
C (-1.44, 0.36, -6.08)
O (-0.04, 0.09, -6.22)
C (0.54, 0.13, -5.00)
O (1.65, -0.21, -4.76)
O (-0.33, 0.61, -4.08)
H (-2.38, 0.95, -4.18)
H (-1.35, 2.20, -4.92)
H (-1.97, -0.59, -6.02)
H (-1.80, 0.92, -6.93)
C (-7.26, -1.75, 3.55)
C (-8.65, -1.59, 2.96)
O (-9.07, -2.95, 2.82)
C (-8.37, -3.71, 3.69)
O (-8.59, -4.85, 3.93)
O (-7.36, -2.99, 4.25)
H (-6.98, -0.95, 4.23)
H (-6.49, -1.84, 2.77)
H (-9.33, -1.08, 3.65)
H (-8.66, -1.09, 2.00)

***

(3)
A structure of composition C17H29B2F5N2O19Tl, computed with ωB97M-V/def2-TZVPD.

As for the charge: +1. For the calculated total energy, the calculation gives -79595.4321 eV. The energy relative to the best compared isomer or geometry (same formula, charge and spin) comes out at 0.0 kcal per mole.

Positions of all 75 atoms, in Å:
Tl (-9.71, 21.26, -3.34)
B (-9.42, 20.80, -0.61)
H (-9.46, 20.44, 0.53)
H (-8.32, 20.56, -1.05)
H (-10.27, 20.20, -1.28)
H (-9.58, 21.97, -0.76)
B (-8.63, 23.88, -3.51)
H (-8.50, 25.07, -3.39)
H (-8.65, 23.50, -2.35)
H (-9.67, 23.81, -4.13)
H (-7.80, 23.29, -4.10)
C (-3.37, 20.86, -1.71)
C (-4.15, 20.46, -0.46)
O (-5.37, 21.15, -0.64)
C (-5.60, 21.28, -1.97)
O (-6.67, 21.46, -2.46)
O (-4.42, 21.18, -2.62)
F (-3.58, 20.84, 0.69)
H (-2.71, 20.03, -1.97)
H (-2.77, 21.76, -1.53)
H (-4.35, 19.39, -0.46)
C (-11.76, 27.82, -4.65)
C (-11.17, 26.50, -4.18)
O (-11.03, 25.85, -5.42)
C (-11.89, 26.40, -6.34)
O (-11.99, 26.01, -7.45)
O (-12.58, 27.38, -5.74)
F (-12.08, 25.90, -3.36)
H (-10.95, 28.44, -5.07)
H (-12.31, 28.40, -3.92)
H (-10.21, 26.60, -3.69)
C (-14.70, 23.39, -6.25)
C (-15.30, 23.30, -4.86)
O (-14.13, 23.46, -4.09)
C (-13.05, 23.06, -4.84)
O (-11.93, 23.04, -4.42)
O (-13.46, 22.74, -6.07)
F (-15.77, 22.04, -4.65)
H (-14.60, 24.43, -6.55)
H (-15.30, 22.89, -7.00)
H (-16.07, 24.03, -4.67)
C (-6.57, 24.52, -0.22)
C (-5.80, 24.87, -1.48)
O (-4.53, 24.32, -1.22)
C (-4.37, 24.21, 0.15)
O (-3.31, 24.10, 0.65)
O (-5.57, 24.23, 0.75)
F (-5.71, 26.23, -1.63)
H (-7.22, 23.65, -0.34)
H (-7.22, 25.31, 0.17)
H (-6.23, 24.43, -2.38)
C (-7.89, 26.16, -6.43)
C (-6.47, 26.05, -5.86)
O (-5.76, 26.91, -6.69)
C (-6.41, 27.04, -7.89)
O (-5.99, 27.53, -8.87)
O (-7.67, 26.51, -7.78)
F (-6.04, 24.76, -5.92)
H (-8.51, 26.79, -5.80)
H (-8.31, 25.15, -6.36)
H (-6.40, 26.43, -4.84)
C (-10.26, 25.16, 0.03)
N (-11.26, 24.33, -0.68)
O (-10.84, 23.56, -1.54)
O (-12.41, 24.47, -0.38)
H (-9.54, 24.54, 0.56)
H (-10.83, 25.80, 0.69)
H (-9.72, 25.76, -0.69)
C (-5.11, 22.19, -5.59)
N (-6.33, 21.50, -6.09)
O (-6.32, 21.04, -7.21)
O (-7.29, 21.43, -5.33)
H (-4.34, 21.46, -5.36)
H (-5.42, 22.78, -4.75)
H (-4.78, 22.77, -6.45)

***

(4)
A structure of composition C17H29BBrClF4N3O4P, computed with ωB97M-V/def2-TZVPD.

For the calculated total energy, the calculation gives -134163.2706 eV. The energy relative to the best compared isomer or geometry (same formula, charge and spin) comes out at 14.9 kcal per mole.

Positions of all 61 atoms, in Å:
C (2.90, 2.36, 3.24)
C (2.46, 1.45, 2.36)
C (3.45, 0.62, 1.61)
O (4.57, 0.47, 2.03)
O (3.04, -0.01, 0.46)
C (2.51, 0.94, -0.50)
C (2.59, 0.41, -1.91)
C (1.80, -0.87, -2.17)
C (0.28, -0.67, -2.04)
C (-0.46, -1.98, -1.73)
C (-1.63, -1.83, -0.76)
C (-1.21, -1.24, 0.62)
C (0.23, -1.45, 1.00)
C (0.46, -2.76, 1.75)
O (0.27, -3.84, 1.23)
C (-1.77, 0.23, 0.59)
N (-3.17, 0.03, 0.96)
C (-4.24, 0.91, 0.46)
C (-3.96, 1.64, -0.84)
C (-3.14, 2.91, -0.67)
Cl (-3.97, 4.06, 0.41)
C (-3.37, -1.26, 1.18)
N (-4.45, -1.98, 1.00)
N (-2.15, -1.84, 1.65)
P (-2.21, -1.30, 3.35)
O (-0.91, -0.37, 3.60)
Br (-1.65, -3.17, 4.46)
H (2.32, 2.63, 4.11)
H (3.86, 2.83, 3.14)
H (1.39, 1.33, 2.24)
H (3.09, 1.85, -0.44)
H (1.49, 1.21, -0.18)
H (2.19, 1.17, -2.57)
H (3.64, 0.32, -2.16)
H (2.03, -1.16, -3.19)
H (2.14, -1.68, -1.53)
H (-0.07, -0.26, -2.99)
H (0.16, 0.09, -1.27)
H (0.23, -2.74, -1.38)
H (-0.87, -2.35, -2.67)
H (-2.09, -2.81, -0.65)
H (-2.37, -1.21, -1.26)
H (0.62, -0.62, 1.58)
H (0.89, -1.51, 0.15)
H (0.80, -2.69, 2.80)
H (-1.58, 0.58, -0.42)
H (-1.22, 0.92, 1.23)
H (-5.11, 0.28, 0.31)
H (-4.51, 1.60, 1.26)
H (-4.93, 1.97, -1.21)
H (-3.52, 1.00, -1.60)
H (-3.06, 3.41, -1.63)
H (-2.14, 2.74, -0.30)
H (-5.39, -1.64, 1.12)
H (-4.31, -2.94, 0.74)
H (-0.07, -0.85, 3.62)
B (6.04, 1.42, -3.63)
F (7.00, 0.74, -2.87)
F (5.38, 2.38, -2.82)
F (6.64, 2.05, -4.73)
F (5.08, 0.49, -4.11)

***

| no. | HOMO energy (eV) | LUMO level (hartree) |
| --- | --- | --- |
| 1 | -8.80 | 0.01763 |
| 2 | -8.99 | 0.00711 |
| 3 | -13.52 | -0.33713 |
| 4 | -9.29 | -0.07892 |